Entry 1:
C5H14 | the ωB97M-V functional and the def2-TZVPD basis

## Properties
Structure (SMILES): CCC.CC
Relative energy (zero: lowest compared OMol25 entry of this formula, charge and spin), kcal/mol: 10.4
HOMO, eV: -11.22

Atoms and positions in Å:
1 C -0.97055 -1.00642 0.98022
2 C -1.52547 -1.44496 2.35484
3 C 0.29123 -1.74157 0.41887
4 H -0.72547 0.05134 1.07865
5 H -1.75350 -1.12567 0.23662
6 H -1.45666 -0.63815 3.08477
7 H -2.60991 -1.51939 2.24824
8 H 1.02702 -0.99848 0.14158
9 H -1.10626 -2.36548 2.74883
10 H -0.05393 -2.31054 -0.43936
11 H 0.71652 -2.40322 1.17070
12 C 1.35664 1.53321 -1.19731
13 C 0.69910 2.35520 -2.30460
14 H 1.64632 0.55903 -1.58637
15 H 2.23187 1.99489 -0.73868
16 H 0.64337 1.39067 -0.38325
17 H 1.27528 2.28347 -3.22685
18 H -0.29906 1.96246 -2.47332
19 H 0.61348 3.42362 -2.11359

Entry 2:
C5H12O2 | the ωB97M-V functional and the def2-TZVPD basis

## Properties
Structure (SMILES): OCCCCCO
Relative energy (zero: lowest compared OMol25 entry of this formula, charge and spin), kcal/mol: 49.9
HOMO, eV: -10.08

Atoms and positions in Å:
1 C -2.39139 0.77409 0.01977
2 O -2.95447 0.92849 1.36552
3 C -1.16392 -0.01856 0.18141
4 C 0.06298 0.44232 -0.63052
5 C 1.20522 -0.56909 -0.56294
6 C 2.31481 -0.33445 0.39814
7 O 3.27057 -1.39824 0.20107
8 H -3.05646 0.25966 -0.69013
9 H -2.10928 1.72940 -0.27725
10 H -3.58599 1.58048 1.36228
11 H -1.32930 -1.17275 0.09976
12 H -0.75888 -0.03153 1.24316
13 H 0.32314 1.48656 -0.51995
14 H -0.21333 0.44972 -1.71929
15 H 0.79591 -1.52366 -0.23534
16 H 1.65816 -0.65267 -1.62622
17 H 2.04649 -0.36350 1.52611
18 H 2.89165 0.56125 0.25587
19 H 2.99411 -2.14753 -0.39145

Entry 3:
C36H99N18O5P5 | the ωB97M-V functional and the def2-TZVPD basis

## Properties
Structure (SMILES): CN(C)P(=O)(N(C)C)N(C)C.CN(C)P(=O)(N(C)C)N(C)C.CN(C)P(=O)(N(C)C)N(C)C.CN(C)P(=O)(N(C)C)N(C)C.CN(C)P(=O)(N(C)C)N(C)C.CC#N.CC#N.CC#N
Relative energy (zero: lowest compared OMol25 entry of this formula, charge and spin), kcal/mol: 121.0
HOMO, eV: -7.99

Atoms and positions in Å:
1 O 2.30889 -22.18405 6.51632
2 P 1.22326 -23.11758 6.86948
3 N 1.63144 -24.65665 7.39507
4 C 2.24086 -24.70245 8.69903
5 C 2.33621 -25.50540 6.46122
6 N 0.13423 -23.50274 5.57779
7 C -0.90023 -24.46564 5.60936
8 C 0.26863 -22.75207 4.34260
9 N 0.10113 -22.61510 8.08128
10 C -0.12017 -21.16768 8.22270
11 C -0.85021 -23.47717 8.79405
12 H 2.28182 -25.71171 9.10869
13 H 1.66448 -24.15016 9.44124
14 H 3.26254 -24.32788 8.63623
15 H 1.77078 -25.51754 5.52944
16 H 2.38177 -26.57105 6.68581
17 H 3.34407 -25.11440 6.32175
18 H -0.70028 -25.24990 6.33947
19 H -1.81674 -23.95962 5.91275
20 H -1.01860 -24.91999 4.62566
21 H 1.30025 -22.74888 3.99069
22 H -0.31819 -23.16837 3.52380
23 H 0.00591 -21.71488 4.55074
24 H -0.21384 -20.96634 9.28984
25 H 0.66074 -20.56454 7.75956
26 H -1.06731 -20.88692 7.76207
27 H -0.53688 -24.45891 9.14920
28 H -1.69136 -23.69632 8.13639
29 H -1.31179 -22.92375 9.61184
30 O -5.16817 -17.38581 2.15214
31 P -4.46511 -17.52372 3.50416
32 N -2.86270 -16.90707 3.39098
33 C -1.90701 -17.44591 2.41380
34 C -2.54509 -15.46875 3.74205
35 N -4.11471 -19.16869 4.02232
36 C -3.00065 -19.53851 4.92138
37 C -4.58251 -20.29333 3.24423
38 N -5.04190 -16.72547 4.86733
39 C -4.53502 -17.03301 6.18488
40 C -6.05688 -15.63173 4.83637
41 H -0.92898 -17.01585 2.62968
42 H -2.03191 -17.09379 1.38983
43 H -1.88564 -18.53229 2.50016
44 H -3.10037 -14.74895 3.14066
45 H -1.50011 -15.22979 3.54450
46 H -2.70837 -15.29022 4.80485
47 H -3.43142 -20.16718 5.70070
48 H -2.30238 -20.15022 4.35013
49 H -2.49720 -18.62003 5.22307
50 H -4.84004 -21.09603 3.93520
51 H -5.45283 -20.02219 2.64662
52 H -3.83742 -20.60446 2.51203
53 H -3.45458 -16.90843 6.25710
54 H -5.01877 -16.46008 6.97599
55 H -4.81417 -18.06826 6.38093
56 H -6.50666 -15.56199 3.84596
57 H -5.62266 -14.65391 5.04474
58 H -6.82896 -15.81416 5.58387
59 O -2.65658 -21.87918 18.31445
60 P -2.41290 -20.49954 17.84546
61 N -2.23830 -20.29615 16.14682
62 C -1.78197 -19.10951 15.34408
63 C -2.57655 -21.47490 15.24755
64 N -0.94484 -19.80727 18.44274
65 C -0.72748 -19.49563 19.85135
66 C 0.24792 -20.36017 17.87173
67 N -3.58375 -19.31941 18.29155
68 C -3.44056 -17.89612 17.96632
69 C -5.00711 -19.76366 18.44885
70 H -1.43752 -18.31673 16.00811
71 H -2.61823 -18.74070 14.75015
72 H -0.99466 -19.29891 14.61445
73 H -2.02585 -22.31867 15.66332
74 H -2.27156 -21.23290 14.22945
75 H -3.63942 -21.69007 15.35765
76 H -1.41734 -18.83252 20.37334
77 H -0.69903 -20.42821 20.41489
78 H 0.25189 -19.03860 19.99297
79 H 0.30859 -20.10022 16.81491
80 H 1.16479 -20.04078 18.36713
81 H 0.23516 -21.43420 18.05721
82 H -2.49771 -17.56851 18.40425
83 H -3.46804 -17.76087 16.88509
84 H -4.17401 -17.27891 18.48519
85 H -5.09289 -20.54240 19.20668
86 H -5.45615 -20.05618 17.49970
87 H -5.74193 -19.04245 18.80665
88 O 2.58120 -15.43031 12.92848
89 P 2.84656 -16.88098 12.77834
90 N 4.24100 -17.31153 11.80980
91 C 5.53073 -16.50601 11.85137
92 C 4.47031 -18.78072 11.44362
93 N 1.50149 -17.68639 12.05158
94 C 0.76854 -17.02527 10.90117
95 C 1.17557 -19.10119 12.28130
96 N 2.98672 -17.64069 14.32518
97 C 1.78957 -17.73368 15.19597
98 C 4.19340 -17.54205 15.17679
99 H 6.07212 -16.71727 12.77353
100 H 5.26645 -15.44900 11.82014
101 H 6.13670 -16.63368 10.95438
102 H 3.73275 -19.05446 10.68919
103 H 4.21176 -19.48685 12.23269
104 H 5.47244 -18.96540 11.05664
105 H -0.24336 -17.43027 10.91304
106 H 0.76008 -15.95341 11.09898
107 H 1.24797 -17.25669 9.95001
108 H 0.93363 -19.26638 13.33120
109 H 0.34079 -19.47095 11.68589
110 H 2.04081 -19.67240 11.94487
111 H 0.92644 -17.68298 14.53224
112 H 1.73287 -18.65768 15.77138
113 H 1.86307 -16.87971 15.86934
114 H 4.18062 -16.56920 15.66820
115 H 5.10362 -17.53994 14.57711
116 H 4.24095 -18.37255 15.88115
117 O -4.86449 -25.80612 12.97018
118 P -5.02307 -25.22358 11.61637
119 N -6.66366 -24.89937 11.13381
120 C -7.45142 -23.94326 11.96757
121 C -7.42599 -26.08082 10.72385
122 N -4.26882 -26.10115 10.32498
123 C -3.66275 -27.45254 10.57981
124 C -4.37079 -25.69691 8.96961
125 N -4.35425 -23.64391 11.50099
126 C -3.15843 -23.32487 12.24645
127 C -4.60977 -22.62641 10.40586
128 H -7.99040 -24.44975 12.76824
129 H -8.31152 -23.54174 11.43176
130 H -6.88260 -23.19892 12.52479
131 H -8.41681 -25.77601 10.38702
132 H -7.56007 -26.69837 11.61196
133 H -6.98466 -26.69391 9.93808
134 H -4.21802 -28.28758 10.15262
135 H -2.66904 -27.39325 10.13581
136 H -3.63871 -27.65264 11.65102
137 H -4.14198 -24.67758 8.65862
138 H -3.62503 -26.26706 8.41566
139 H -5.30573 -26.09131 8.57155
140 H -3.53767 -23.19997 13.26069
141 H -2.47615 -24.17479 12.26192
142 H -2.57711 -22.45199 11.94939
143 H -3.88973 -22.80757 9.60786
144 H -4.55513 -21.62522 10.83330
145 H -5.59802 -22.75411 9.96411
146 C -3.53687 -13.97495 7.92648
147 C -2.95337 -15.17738 8.63692
148 N -2.46155 -16.04153 9.21824
149 H -3.84290 -13.22206 8.65284
150 H -4.41600 -14.06016 7.28776
151 H -2.67367 -13.64434 7.34884
152 C -2.97805 -19.26812 9.20440
153 C -2.81508 -19.46853 10.60888
154 N -2.77785 -19.61754 11.75682
155 H -3.21968 -20.18557 8.66775
156 H -2.00374 -18.84776 8.95516
157 H -3.68179 -18.44336 9.09200
158 C -8.21996 -16.83767 9.37046
159 C -6.77826 -17.15385 9.22986
160 N -5.66768 -17.37806 9.14090
161 H -8.62432 -16.93295 8.36273
162 H -8.31700 -15.83442 9.78538
163 H -8.66756 -17.49754 10.11364

Entry 4:
C4H6O2 | the ωB97M-V functional and the def2-TZVPD basis

## Properties
Relative energy (zero: lowest compared OMol25 entry of this formula, charge and spin), kcal/mol: 81.4
HOMO, eV: -9.48

Atoms and positions in Å:
1 C 1.72056 0.05110 -0.55954
2 C 0.47418 0.63811 -0.16342
3 O 0.22467 1.81342 -0.38993
4 C -0.43753 -0.23290 0.70147
5 C -1.86410 -0.33438 0.20834
6 O -2.16509 -0.35731 -0.95999
7 H 0.49093 -0.19677 -1.31949
8 H 2.26897 -0.64028 0.11905
9 H 2.38947 0.69238 -1.13865
10 H -0.07013 -1.26468 0.83565
11 H -0.39679 0.26772 1.66857
12 H -2.63514 -0.43640 0.99794

Entry 5:
C2H3ClN3O | the ωB97M-V functional and the def2-TZVPD basis

## Properties
Total charge: -1
Relative energy (zero: lowest compared OMol25 entry of this formula, charge and spin), kcal/mol: 71.9
HOMO (alpha / beta), eV: -3.91 / -3.91

Atoms and positions in Å:
1 C 0.18805 0.69848 0.00979
2 C -1.23101 0.59355 -0.00812
3 N 0.81583 -0.47048 0.01882
4 N -1.72094 -0.58628 -0.00915
5 N 0.26105 -1.57150 0.01796
6 O -2.82069 -1.15508 -0.01495
7 Cl 3.65380 -0.18337 -0.01116
8 H 0.74591 1.61390 0.01476
9 H -1.84348 1.48547 -0.02131
10 H 1.95150 -0.42468 0.00338

What are the F_max values for these records? In order: 1.41; 4.23; 3.58; 3.61; 3.01 eV/A.